1.
C23H32NNiO4 as an isolated structure in a non-equilibrium geometry. Source: the Open Molecules 2025 dataset; level of theory: ωB97M-V/def2-TZVPD.

Positions of all 61 atoms, in Å:
O: -0.8800 1.8131 -0.6372
C: -1.5675 2.3632 -1.8343
C: -2.2193 3.5354 -1.1464
H: -2.2339 1.5948 -2.2395
H: -0.8425 2.6862 -2.5827
C: -1.4668 3.0473 0.0921
H: -3.3104 3.4657 -1.0701
H: -1.8846 4.5292 -1.4894
C: -2.3904 2.6676 1.2349
H: -3.1520 1.9473 0.9127
H: -2.9220 3.5564 1.6126
H: -1.8314 2.2379 2.0731
C: -0.4429 4.0936 0.4251
H: 0.1834 4.3274 -0.4315
H: 0.1928 3.8208 1.2641
H: -0.9388 5.0440 0.6757
Ni: 0.4964 0.2965 -0.6668
C: 2.7083 0.8522 -0.3602
C: 2.7766 0.6579 -1.7795
C: 1.9894 1.6562 -2.4186
H: 3.4867 0.0083 -2.2843
C: 1.5014 2.5376 -1.4212
C: 1.8617 2.0024 -0.1182
H: 1.6424 2.3804 0.8874
H: 3.3372 0.3339 0.3600
H: 1.8966 1.8056 -3.4926
H: 1.0684 3.5286 -1.6019
C: 3.2115 -2.1933 2.5172
C: 2.7764 -0.8601 2.7759
C: 1.3475 -0.8462 2.7524
H: 3.4272 -0.0050 2.9520
C: 0.9051 -2.1868 2.5364
C: 2.0569 -3.0129 2.3744
H: 2.0479 -4.0900 2.2320
H: 4.2414 -2.5262 2.4680
H: 0.6993 0.0298 2.8721
H: -0.1311 -2.5256 2.5096
O: -4.3642 -0.3859 0.5921
C: -3.3393 -0.8366 1.5096
C: -1.9907 -0.7922 0.7972
H: -3.5918 -1.8551 1.8682
H: -3.3452 -0.1999 2.4038
C: -2.3914 -0.9227 -0.7000
H: -1.3062 -1.5855 1.1093
H: -1.5168 0.1827 0.9918
C: -3.8610 -0.4735 -0.7556
H: -2.3220 -1.9844 -0.9451
H: -1.7600 -0.3385 -1.4010
H: -4.4925 -1.1701 -1.3354
H: -3.9533 0.4989 -1.2769
O: -0.6166 -3.1742 -0.5652
C: 0.5666 -3.0812 -0.8927
C: 1.3426 -4.3095 -1.3759
C: 2.7718 -3.8647 -1.4168
C: 2.6806 -2.4206 -0.8939
O: 3.7025 -1.8224 -0.5571
N: 1.3600 -1.9448 -0.8717
H: 1.2176 -5.1468 -0.6780
H: 0.9458 -4.6067 -2.3563
H: 3.4142 -4.4803 -0.7728
H: 3.2086 -3.8592 -2.4311

⟨S²⟩ = 2.0121
LUMO energy (alpha / beta) = 2.18 / 1.78 eV
Net charge = -1
Multiplicity = 3

2.
C21H28F3O4Sc as an isolated structure in a non-equilibrium geometry. Source: the Open Molecules 2025 dataset; level of theory: ωB97M-V/def2-TZVPD.

Positions of all 57 atoms, in Å:
O: 0.8220 -0.5318 -1.6253
C: 1.3299 0.5211 -2.5693
C: 1.1435 -0.2426 -3.8509
H: 2.3721 0.8056 -2.3153
H: 0.5926 1.3272 -2.5592
C: 0.8582 -1.3944 -2.9186
H: 2.0542 -0.2991 -4.4488
H: 0.3350 0.1686 -4.4143
C: 2.1015 -2.2595 -3.0010
H: 3.0010 -1.6150 -3.0993
H: 2.0031 -2.8783 -3.9220
H: 2.2571 -2.8858 -2.1148
C: -0.3685 -2.2462 -3.1295
H: -1.2818 -1.6514 -3.3343
H: -0.5277 -2.9096 -2.2652
H: -0.1155 -2.8563 -4.0121
Sc: 0.5110 -0.4690 0.5868
C: -1.5700 -1.2329 3.6908
C: -1.5772 0.1732 3.8307
C: -2.5695 0.6939 2.9511
H: -0.9605 0.7271 4.5306
C: -3.2283 -0.3929 2.3304
C: -2.5707 -1.5849 2.7437
H: -2.8273 -2.6089 2.4674
H: -0.9252 -1.8918 4.2658
H: -2.8174 1.7510 2.8522
H: -4.0462 -0.3004 1.6238
C: 1.3319 -2.2370 2.1423
C: 0.3681 -2.8736 1.3272
C: 0.7595 -2.7426 -0.0123
H: -0.5325 -3.3771 1.6331
C: 2.0105 -2.0288 -0.0314
C: 2.3651 -1.7039 1.3137
H: 3.2609 -1.1593 1.6330
H: 1.3280 -2.2261 3.2199
H: 0.2192 -3.1380 -0.8476
H: 2.5664 -1.7338 -0.9071
O: -1.0562 1.2546 -0.3411
C: -1.9737 1.2292 -1.4687
C: -2.4403 2.6899 -1.6486
H: -2.7812 0.5301 -1.2498
H: -1.4461 0.9170 -2.3879
C: -1.3130 3.5154 -0.9736
H: -3.4846 2.8512 -1.3153
H: -2.3759 2.9231 -2.7232
C: -0.2670 2.5296 -0.5268
H: -1.6711 4.0751 -0.1359
H: -0.9207 4.2793 -1.6626
H: 0.2369 2.7113 0.4143
H: 0.5404 2.4488 -1.2897
F: 3.1256 2.8678 3.5658
C: 1.7669 2.7876 3.4312
F: 1.2775 3.4037 4.5491
F: 1.4200 3.5585 2.3812
C: 1.3248 1.2650 3.2678
O: 1.4264 0.5844 4.2751
O: 0.9388 0.8811 2.0744

LUMO energy = -0.50 eV
Energy above the lowest of the compared OMol25 structures with the same formula, charge and spin = 65.6 kcal/mol

3.
One molecule with the formula C3H4ClN3S in a non-equilibrium geometry. Source: the Open Molecules 2025 dataset; level of theory: ωB97M-V/def2-TZVPD.

Positions of all 12 atoms, in Å:
C: 0.0888 -0.8612 0.1043
C: -2.0740 0.1475 -0.2147
C: 1.4484 -0.4173 0.3667
N: -0.5020 -1.8189 -0.3513
N: -2.5090 -0.9347 -0.6349
N: -1.7421 -2.0250 -0.6636
S: -3.2476 1.4002 -0.0262
Cl: 2.0565 0.3573 -1.1074
H: -0.8955 0.3353 0.0291
H: 2.2558 -1.1995 0.6276
H: 1.5790 0.2265 1.2692
H: -4.3339 0.5046 -0.3125

LUMO energy = -1.15 eV
Energy above the lowest of the compared OMol25 structures with the same formula, charge and spin = 139.8 kcal/mol

4.
C8H5IIrNO5 as an isolated structure in a non-equilibrium geometry. Source: the Open Molecules 2025 dataset; level of theory: ωB97M-V/def2-TZVPD.

Positions of all 21 atoms, in Å:
Ir: -0.0636 0.2310 -2.3757
O: -0.1163 -0.4989 3.7497
C: -0.0662 -0.5939 2.4459
C: 1.1483 -0.6826 1.7271
C: 1.0823 -0.6560 0.3581
N: -0.0607 -0.5552 -0.2977
C: -1.2059 -0.6251 0.3597
C: -1.2824 -0.6407 1.7236
C: -2.4636 -0.7520 -0.6415
O: -3.4929 -1.0226 -0.0971
O: -2.1133 -0.5561 -1.8172
C: 2.3205 -0.8152 -0.6647
O: 3.3416 -1.1757 -0.1557
O: 1.9773 -0.5363 -1.8271
H: 0.7566 -0.4761 4.1733
H: 2.0927 -0.7789 2.2449
H: -2.2329 -0.6875 2.2324
I: 1.8495 2.9517 -2.5249
C: -0.1874 2.3724 -2.7869
H: -0.5076 2.6089 -3.7988
H: -0.7759 2.8885 -2.0281

⟨S²⟩ = 0.7893
LUMO energy (alpha / beta) = -7.95 / -7.76 eV
Net charge = +1
Multiplicity = 2

5.
A 2-piece molecular cluster, C17H13Cl6O6S overall in a non-equilibrium geometry. Source: the Open Molecules 2025 dataset; level of theory: ωB97M-V/def2-TZVPD.

Positions of all 43 atoms, in Å:
Cl: -0.4924 1.2513 1.2390
C: -1.2345 2.4855 2.4432
Cl: -2.7594 1.7374 3.0239
C: -0.3389 2.6345 3.7092
O: -0.2632 1.7287 4.5180
C: 0.2625 3.9620 3.9795
Cl: 1.2824 4.0430 5.3399
C: -0.0152 5.0755 3.2081
Cl: 0.7223 6.5769 3.5766
C: -0.9269 4.9677 2.1094
Cl: -1.3013 6.3756 1.2249
C: -1.4992 3.7634 1.7430
Cl: -2.6312 3.6877 0.4820
C: 4.6175 0.7114 -1.6454
C: 3.3261 0.6532 -2.4062
O: 2.3756 0.0302 -1.5179
C: 1.1459 -0.0384 -2.0599
C: 0.1697 -0.7470 -1.1855
O: -1.0703 -0.8918 -1.5872
C: -1.7734 0.2138 -2.2741
S: 0.8869 -2.1706 -0.2009
C: -0.5337 -3.2910 -0.2291
C: -1.3859 -3.3712 0.8691
C: -2.4907 -4.2230 0.8188
C: -2.7373 -4.9941 -0.3250
C: -1.8620 -4.9168 -1.4126
C: -0.7611 -4.0588 -1.3719
O: 1.9184 -2.8068 -0.9879
O: 1.1178 -1.7727 1.1764
O: 0.8953 0.3839 -3.1857
H: 5.3674 1.1983 -2.2712
H: 4.4986 1.2972 -0.7257
H: 4.9750 -0.2902 -1.3799
H: 2.9771 1.6580 -2.6538
H: 3.4122 0.0666 -3.3262
H: -2.6498 -0.2734 -2.6960
H: -2.0403 0.9646 -1.5194
H: -1.1291 0.6313 -3.0540
H: -1.1821 -2.7691 1.7532
H: -3.1607 -4.2938 1.6766
H: -3.6047 -5.6591 -0.3640
H: -2.0289 -5.5320 -2.2984
H: -0.0787 -3.9981 -2.2130

LUMO energy = 0.53 eV
Net charge = -1

6.
A 6-piece molecular cluster, C2H14O5 overall. Source: the Open Molecules 2025 dataset; level of theory: ωB97M-V/def2-TZVPD.

Positions of all 21 atoms, in Å:
C: -1.3594 0.7712 -2.5508
C: -0.1279 0.7593 -3.0402
H: -2.1746 1.3179 -3.0129
H: -1.6868 0.1721 -1.7158
H: 0.2626 1.5892 -3.6123
H: 0.5642 -0.0502 -2.8500
H: 0.0098 1.0934 -0.0338
H: -0.1485 2.6334 -0.0653
O: -0.5479 1.8267 0.2672
H: 2.4304 -0.0573 0.3872
H: 1.5682 -0.9001 -0.5222
O: 1.7456 0.0240 -0.2830
H: -0.3681 -2.0662 -0.0687
H: 0.4632 -2.8294 0.8646
O: 0.4434 -2.5882 -0.0783
H: 1.4125 -1.7287 2.8167
H: 0.1575 -0.9332 2.8413
O: 0.4747 -1.8273 2.6146
H: -0.6856 1.1487 2.0129
H: -1.6623 0.9487 3.1526
O: -0.7710 0.6960 2.8765

LUMO energy = 0.49 eV
SMILES = C=C.O.O.O.O.O
Energy above the lowest of the compared OMol25 structures with the same formula, charge and spin = 25.8 kcal/mol